Record 1
DFT (the ωB97M-V functional and the def2-TZVPD basis) results for C4H6ClNS in the gas phase at a distorted geometry.

The geometry in ORCA input format:
```
! wB97M-V def2-TZVPD RIJCOSX def2/J DEFGRID3
* xyz 0 1
Cl 2.5714 0.0706 0.0711
S -1.5818 0.9833 0.4467
N -0.6245 -0.3316 2.6977
C 0.2123 -0.4318 -1.2267
C 1.1379 -0.8347 -0.1592
C -0.7174 0.0870 1.5647
C -0.4382 0.9433 -0.9923
H 0.7430 -0.3099 -2.1792
H -0.5627 -1.1908 -1.3405
H -1.0490 1.2425 -1.8435
H 0.3302 1.6967 -0.8198
H 1.1543 -1.8213 0.2659
H -1.1758 -0.1033 3.5150
*
```

Values from the calculation:
frontier orbital gap (alpha / beta)	7.8742 / 7.6329	eV
ΔE to the lowest compared entry with this formula, charge and spin	69.4	kcal per mole

---

Record 2
DFT (the ωB97M-V functional and the def2-TZVPD basis) results for a molecular structure, C4H6CoO at a distorted geometry.

The geometry in ORCA input format:
```
! wB97M-V def2-TZVPD RIJCOSX def2/J DEFGRID3
* xyz 2 4
Co -1.0257 -1.7190 0.1757
O 0.4765 -1.6911 -0.8353
C -2.2118 0.7099 1.8622
C -1.3008 -0.0159 1.3382
C 1.3871 -0.9162 -1.1525
C 1.4155 0.5410 -0.8414
H -3.0890 0.2143 2.3083
H -2.4159 1.7149 1.4637
H 1.9406 1.0491 -1.6676
H 2.1345 0.7030 -0.0226
H 0.3420 0.7665 -1.1559
H 2.3470 -1.3565 -1.4729
*
```

Values from the calculation:
frontier orbital gap (alpha / beta)	9.3381 / 8.4043	eV
<S²>	3.757
ΔE to the lowest compared entry with this formula, charge and spin	0.0	kcal per mole